1.
Below is 7 unconnected molecules or ions with the total composition H14O7 in a non-equilibrium geometry, with properties calculated with wB97M-V/def2-TZVPD.

Summary:
Structure (SMILES): O.O.O.O.O.O.O
Highest occupied orbital energy (eV): -11.6
Total energy (eV): -14560.2628
Kohn-Sham gap (eV): 11.957

Last column: Löwdin charge in e.
Element x y z (Å)
O: -0.7108 -0.3252 1.4546  -0.08
H: 0.7451 -2.1561 0.7262  0.04
O: -1.1343 2.0097 -0.8166  0.01
O: 1.4450 -2.3318 0.0585  -0.05
H: 1.3041 2.7242 1.0417  0.03
H: -0.3884 0.5772 1.4983  0.02
H: 2.5857 0.5669 0.1074  -0.01
H: -2.4233 -0.6077 0.9083  0.02
O: 3.1908 0.0398 -0.4102  -0.05
O: 1.1058 1.9070 0.6391  -0.05
H: 2.0474 -1.5912 0.0744  -0.01
H: 4.0907 0.1307 -0.0630  0.06
H: -0.4093 -0.4924 0.4941  0.03
H: -1.5867 -1.0749 -0.9357  -0.02
H: 0.3043 2.0381 0.0662  0.01
O: -0.8224 -0.7272 -1.3168  -0.01
H: -3.6445 -1.2772 0.5126  0.05
H: -0.1943 -1.4214 -1.1541  0.03
H: -0.8547 1.3204 -1.3106  -0.03
O: -3.0661 -0.6109 0.1592  -0.06
H: -1.6401 1.5721 -0.1079  0.06


2.
Below is a molecular structure, C5H7ClOS in a non-equilibrium geometry, with properties calculated with wB97M-V/def2-TZVPD.

Summary:
Highest occupied orbital energy (eV): -8.9
Total energy (eV): -30700.1112
Kohn-Sham gap (eV): 8.943

Last column: Löwdin charge in e.
Element x y z (Å)
C: 1.0542 1.6106 -0.0286  -0.09
H: 0.9871 1.5693 1.2270  0.13
H: 0.8622 -1.6710 -1.2761  0.10
H: 2.1743 2.0894 -0.1442  0.12
C: -1.7491 -0.4651 -0.3591  -0.88
Cl: 3.0377 -0.8740 -0.5593  0.66
C: -1.2027 -1.0112 0.9580  -0.11
H: -0.9299 0.0158 1.5630  0.14
O: -0.7758 0.4002 -0.8993  -0.13
H: 0.1245 2.4811 -0.4859  0.18
S: -3.2805 -0.4373 -0.8253  0.76
C: 0.5909 0.3299 -0.5493  -0.50
H: -0.2877 -1.6417 0.7001  0.08
H: -1.9878 -1.6509 1.5698  0.11
C: 1.3827 -0.7452 -0.8907  -0.56


3.
Below is 2 unconnected molecules or ions with the total composition C3H5Cl in a non-equilibrium geometry, with properties calculated with wB97M-V/def2-TZVPD.

Summary:
Highest occupied orbital energy (spin up / spin down) (eV): -8.6 / -8.7
Total energy (eV): -15709.0482
Kohn-Sham gap (spin up / spin down) (eV): 8.863 / 8.531

Last column: Löwdin charge in e.
Element x y z (Å)
Cl: 2.0598 1.2561 -0.2030  0.64
C: 0.8944 0.1842 0.3310  -0.68
C: 0.8476 -0.8829 1.0229  -0.13
H: 0.0929 -1.6472 1.0582  0.05
H: -1.7079 0.2438 -0.0732  -0.04
H: -1.2960 1.5841 -1.3746  -0.02
H: -1.1756 -0.1587 -1.5133  -0.03
H: 1.7078 -1.2441 1.7043  0.09
C: -1.4230 0.6648 -0.9522  0.13